No. 1
{
  "formula": "CsH40O20",
  "method": "ωB97M-V/def2-TZVPD",
  "total_charge": 1,
  "e_homo_ev": -13.36,
  "homo_lumo_gap_ha": 0.4051,
  "relative_energy_kcal_mol": 0.00,
  "multiplicity": 1,
  "species": ["Cs", "O", "H", "H", "O", "H", "H", "O", "H", "H", "O", "H", "H", "O", "H", "H", "O", "H", "H", "O", "H", "H", "O", "H", "H", "O", "H", "H", "O", "H", "H", "O", "H", "H", "O", "H", "H", "O", "H", "H", "O", "H", "H", "O", "H", "H", "O", "H", "H", "O", "H", "H", "O", "H", "H", "O", "H", "H", "O", "H", "H"],
  "xyz": [[0.5194, -0.8080, -0.3589], [-3.9819, -0.8054, -0.9931], [-3.8471, -0.1409, -0.2932], [-4.2175, -1.5912, -0.5224], [1.4951, 3.3045, -3.7377], [1.6954, 3.9324, -4.4283], [0.6606, 2.8724, -3.9207], [-0.7736, -2.7297, -4.0252], [-0.5409, -2.9472, -4.9272], [-1.3730, -1.9908, -3.9892], [1.9977, 1.5518, 1.4336], [1.5241, 1.4571, 2.2594], [2.9174, 1.3814, 1.5409], [-0.4398, -3.8581, -0.1630], [-1.1732, -4.2022, -0.7264], [0.2492, -4.5125, -0.3001], [-1.1705, -5.3263, -2.5254], [-1.7550, -6.0362, -2.9084], [-1.2147, -4.5353, -3.1174], [1.2379, -1.7722, 4.8796], [0.4349, -2.0212, 4.3622], [0.9159, -1.1835, 5.5986], [-0.9924, 5.0521, 0.1913], [-0.0198, 4.8159, 0.1739], [-1.2995, 5.2622, 1.1014], [1.6307, 4.1523, -0.0697], [1.7638, 3.7489, -0.9481], [1.9732, 3.5187, 0.5619], [5.1239, 1.0063, -0.8870], [5.7486, 0.9559, -0.1898], [4.5018, 1.6702, -0.5165], [2.5365, -2.1301, 0.8875], [2.8886, -1.7818, 1.7075], [3.1459, -2.1826, 0.1755], [-3.4562, 1.2256, 1.2152], [-3.3491, 1.9839, 0.5923], [-4.2107, 1.3802, 1.7420], [3.3949, -1.4052, -1.8428], [3.1888, -1.6310, -2.7439], [4.1592, -0.7942, -1.9567], [-2.6681, -0.4768, -3.6595], [-3.2732, -0.2014, -4.4087], [-3.3129, -0.6616, -2.9499], [-1.7218, -3.1127, 2.3353], [-1.6729, -3.6896, 3.1102], [-1.2571, -3.6151, 1.6407], [-1.6233, -0.1644, 2.9107], [-1.6787, -1.0915, 2.5954], [-2.2485, 0.2859, 2.3609], [0.6994, 1.0095, 3.9475], [0.8847, 1.5068, 4.7728], [-0.2387, 0.9493, 3.8387], [-0.5932, 1.7293, -2.3980], [-0.8884, 2.5663, -1.8944], [-1.3494, 1.2765, -2.7696], [3.2710, -0.5663, 3.1726], [2.3248, -0.5314, 3.4048], [3.6444, -1.1459, 3.8711], [-2.7134, 3.3069, -0.8330], [-2.0294, 3.8478, -0.3175], [-3.4441, 3.8922, -1.0616]],
  "mulliken_charge": [0.740, -0.617, 0.346, 0.300, -0.581, 0.292, 0.319, -0.637, 0.292, 0.368, -0.551, 0.328, 0.249, -0.578, 0.317, 0.273, -0.651, 0.321, 0.369, -0.634, 0.297, 0.313, -0.730, 0.432, 0.334, -0.695, 0.312, 0.334, -0.590, 0.317, 0.288, -0.583, 0.338, 0.261, -0.736, 0.379, 0.291, -0.528, 0.270, 0.281, -0.694, 0.329, 0.344, -0.640, 0.297, 0.375, -0.574, 0.256, 0.388, -0.538, 0.272, 0.292, -0.559, 0.302, 0.280, -0.675, 0.413, 0.270, -0.742, 0.460, 0.292]
}

No. 2
{
  "formula": "C24H71F6N5O9P",
  "method": "ωB97M-V/def2-TZVPD",
  "total_charge": -1,
  "e_homo_ev": -6.74,
  "homo_lumo_gap_ha": 0.3386,
  "relative_energy_kcal_mol": 117.70,
  "multiplicity": 1,
  "species": ["P", "F", "F", "F", "F", "F", "F", "C", "C", "C", "O", "C", "N", "H", "H", "H", "H", "H", "H", "H", "H", "H", "H", "H", "C", "C", "C", "O", "C", "N", "H", "H", "H", "H", "H", "H", "H", "H", "H", "H", "H", "C", "C", "C", "O", "C", "N", "H", "H", "H", "H", "H", "H", "H", "H", "H", "H", "H", "C", "C", "C", "O", "C", "N", "H", "H", "H", "H", "H", "H", "H", "H", "H", "H", "H", "C", "C", "C", "O", "C", "N", "H", "H", "H", "H", "H", "H", "H", "H", "H", "H", "H", "C", "O", "H", "H", "H", "H", "C", "O", "H", "H", "H", "H", "C", "O", "H", "H", "H", "H", "C", "O", "H", "H", "H", "H"],
  "xyz": [[34.4744, 36.7530, -33.5023], [34.7082, 38.1152, -32.5820], [34.8114, 37.6512, -34.8404], [36.0323, 36.2899, -33.4537], [34.2673, 35.4635, -34.4343], [34.4116, 35.7863, -32.1629], [32.8146, 37.0118, -33.3607], [34.8413, 33.6100, -37.7340], [36.2446, 34.1697, -38.0341], [36.3878, 35.6474, -38.4736], [35.6495, 35.8925, -39.7171], [36.2128, 35.2872, -40.9248], [37.2654, 33.7781, -37.0612], [34.7764, 32.5306, -37.8709], [34.1259, 34.1832, -38.3237], [34.6529, 33.7870, -36.6750], [36.6211, 33.7040, -38.9448], [37.4241, 35.8699, -38.7282], [36.0549, 36.3325, -37.6939], [35.8299, 35.7706, -41.8235], [36.1051, 34.2099, -40.7983], [37.2820, 35.4983, -40.9130], [38.2318, 33.7484, -37.3532], [37.3420, 34.6175, -36.5048], [31.6260, 37.1144, -25.8655], [32.4036, 37.4638, -27.1702], [32.5237, 36.3862, -28.2714], [33.3451, 35.3162, -27.8161], [33.7508, 34.4186, -28.8384], [31.9981, 38.7699, -27.5914], [32.0707, 36.2224, -25.4243], [30.6354, 36.7260, -26.1021], [31.5352, 37.9041, -25.1197], [33.4473, 37.6808, -26.9427], [32.8855, 36.8703, -29.1785], [31.6552, 35.8490, -28.6526], [34.1748, 34.9904, -29.6639], [32.9979, 33.7366, -29.2336], [34.4605, 33.7012, -28.4262], [32.7739, 38.9744, -28.2050], [32.1748, 39.4335, -26.8509], [29.4302, 37.3075, -37.7972], [30.5257, 37.0912, -36.8057], [31.4100, 35.8556, -36.8966], [30.5893, 34.6924, -36.7222], [31.2827, 33.5532, -36.3233], [31.3866, 38.2511, -36.7321], [28.7478, 37.9988, -37.3025], [28.9294, 36.3727, -38.0493], [29.6518, 37.8354, -38.7247], [30.0669, 37.1426, -35.8183], [32.3765, 35.9714, -36.4063], [31.7084, 35.7708, -37.9416], [32.0383, 33.7794, -35.5709], [31.7301, 33.0641, -37.1885], [30.6193, 32.8453, -35.8265], [30.7656, 38.9710, -36.3913], [32.0923, 38.1602, -36.0152], [36.8504, 31.1587, -34.2026], [35.7675, 32.2121, -33.7849], [35.3383, 32.1408, -32.3162], [34.5000, 30.9549, -32.0555], [34.4707, 30.6220, -30.6524], [36.5474, 33.3714, -34.0656], [37.1979, 31.3707, -35.2138], [36.3394, 30.2013, -34.3047], [37.7102, 30.9104, -33.5804], [34.9781, 32.1250, -34.5315], [34.8429, 33.0600, -32.0037], [36.2588, 32.0572, -31.7383], [33.6710, 31.2192, -30.2143], [35.4137, 30.7457, -30.1199], [34.1289, 29.6120, -30.4267], [36.7070, 33.5596, -35.0450], [35.8253, 34.0692, -33.9568], [35.0976, 41.4282, -30.2645], [35.4323, 40.0028, -29.7348], [35.8866, 40.1066, -28.2411], [37.1254, 40.9340, -28.1148], [38.2201, 40.3774, -27.5095], [34.2805, 39.1329, -29.7638], [34.6025, 41.3361, -31.2312], [35.9916, 42.0515, -30.2417], [34.4031, 42.0488, -29.6983], [36.2514, 39.4327, -30.1732], [36.0680, 39.0890, -27.8952], [35.2036, 40.5969, -27.5475], [38.0861, 39.3478, -27.1777], [38.6434, 41.1043, -26.8162], [39.0379, 40.2789, -28.2234], [34.7591, 38.2454, -29.7061], [34.0637, 39.0772, -30.7487], [31.6523, 33.4766, -32.2574], [30.2665, 33.5445, -31.8413], [32.2627, 33.8994, -31.4595], [31.9485, 32.4340, -32.3737], [31.6925, 34.1155, -33.1395], [30.0038, 32.9027, -31.1774], [34.3713, 41.3426, -35.4247], [34.9272, 40.8663, -34.2829], [34.8668, 40.6633, -36.1183], [33.2908, 41.2579, -35.3080], [34.8258, 42.3326, -35.4620], [34.8557, 39.9195, -34.4247], [37.9400, 37.8336, -35.2647], [37.5386, 36.4570, -35.4742], [37.3870, 38.2246, -34.4106], [38.9914, 37.9262, -34.9926], [37.6964, 38.4074, -36.1589], [37.0487, 36.2397, -34.6777], [31.5034, 39.2333, -31.0019], [30.5586, 39.3470, -29.9559], [31.0566, 39.1559, -31.9931], [32.3156, 39.9601, -30.9916], [31.9338, 38.2559, -30.7835], [31.1095, 39.0889, -29.2133]],
  "mulliken_charge": [1.758, -0.479, -0.350, -0.596, -0.391, -0.435, -0.433, -0.886, 0.655, -0.725, -0.405, -0.734, -0.377, 0.349, 0.340, 0.117, 0.222, 0.436, 0.157, 0.254, 0.278, 0.308, 0.305, -0.167, -1.526, 0.669, 0.056, -0.451, -0.580, -0.678, 0.341, 0.344, 0.392, 0.094, -0.298, 0.527, 0.185, 0.282, 0.286, 0.127, 0.301, -1.632, 0.871, -0.175, -0.398, -0.213, -0.827, 0.400, 0.298, 0.371, 0.313, -0.142, 0.219, -0.173, 0.261, 0.313, 0.301, 0.209, -1.707, 0.827, -0.380, -0.419, -0.625, -0.779, 0.393, 0.411, 0.309, 0.306, 0.080, 0.415, 0.159, 0.324, 0.292, 0.342, -0.037, -1.608, 0.800, -0.832, -0.349, -0.683, 0.164, 0.339, 0.418, 0.342, 0.297, 0.485, 0.201, 0.310, 0.215, 0.255, 0.113, -0.468, 0.391, -0.620, -0.261, 0.305, -0.104, 0.279, -0.617, -0.476, 0.283, 0.163, 0.246, 0.272, -0.527, -0.615, 0.093, 0.288, 0.231, 0.498, -0.120, -0.668, 0.375, 0.161, -0.139, 0.386]
}

No. 3
{
  "formula": "CH5IOSi",
  "method": "ωB97M-V/def2-TZVPD",
  "total_charge": 0,
  "e_homo_ev": -9.46,
  "homo_lumo_gap_ha": 0.3455,
  "relative_energy_kcal_mol": 57.25,
  "multiplicity": 1,
  "species": ["C", "O", "Si", "I", "H", "H", "H", "H", "H"],
  "xyz": [[-0.7495, 0.3936, -0.8517], [1.4770, -0.0096, 0.9402], [0.2850, -0.7297, 0.2492], [-1.0215, -1.4220, 2.2259], [-1.7511, 0.7267, -0.6601], [0.2545, 1.7130, -0.3699], [-0.5662, 0.3781, -1.9709], [1.5196, 0.9212, 0.9440], [0.5523, -1.9713, -0.5066]],
  "nbo_charge": [-0.971, -1.100, 1.493, -0.299, 0.236, 0.074, 0.241, 0.516, -0.191]
}

Number 1: largest force on an atom 2.553 eV/Å. Number 2: largest force on an atom 3.854 eV/Å. Number 3: largest force on an atom 4.415 eV/Å.